DFT (ωB97M-V with the def2-TZVPD basis set) results for a molecular structure, C5H7N in a non-equilibrium geometry.

Geometry as XYZ:
```
13
Properties=species:S:1:pos:R:3:forces:R:3
C -0.586980 -0.355886 0.145390 -0.0652 0.1080 -0.2717
C 1.616521 0.603415 0.357890 -0.1075 1.0216 1.4099
C 0.461788 0.393805 -0.638954 0.3168 -0.9421 2.4338
C 1.293091 -0.741331 -0.072147 2.6620 -1.0222 -2.0283
C -2.062563 -0.102791 0.104205 0.2259 -0.8501 -2.8451
N 0.169125 -1.266652 0.679487 -1.4567 0.2741 0.1106
H 2.459463 1.228294 0.149032 0.6769 -0.3225 -1.4484
H 1.446101 0.884046 1.371268 -1.0128 -0.2171 0.8995
H 0.485100 0.995933 -1.473587 -0.2366 0.6564 -2.0064
H 2.006517 -1.402509 -0.636315 -1.0080 0.6826 0.7096
H -2.495483 -0.937333 -0.598561 0.6481 1.6365 1.1031
H -2.201367 0.897069 -0.396374 -0.1799 -1.0672 0.6605
H -2.591307 -0.196057 1.008670 -0.4631 0.0420 1.2729
```
Forces are in eV/Å.

The LUMO energy is 0.040 hartree. The value obtained for the HOMO-LUMO gap is 10.0996 eV. The calculation puts the energy relative to the best compared isomer or geometry (same formula, charge and spin) at 316.4 kJ/mol. As for the total charge: 0. As for the HOMO energy: -9.01 eV.

DFT (ωB97M-V with the def2-TZVPD basis set) results for a molecular structure, C21H14BrF3LiN3O5 in a non-equilibrium geometry.

Geometry as XYZ:
```
48
Properties=species:S:1:pos:R:3:forces:R:3
Li 0.732206 -0.574429 -0.504435 -0.7293 -0.3808 0.1158
Br 0.503406 -1.690129 3.234865 -0.1835 -0.0372 0.0850
C 2.166306 -1.304929 2.339065 0.2069 -0.1920 0.4465
C 3.221206 -0.927729 3.146465 -0.2199 0.1654 0.4324
C 4.467606 -0.819029 2.500065 0.0837 -0.1359 -0.2615
C 4.552506 -0.949429 1.156065 0.0530 -0.5097 0.1154
C 3.293606 -1.087429 0.320465 0.5414 -0.4385 1.2319
N 2.158706 -1.513529 1.067465 -0.4148 -0.0855 -0.5449
C 2.775506 -1.638729 -1.969135 0.9539 -0.7723 -0.0424
O 3.098706 -2.352529 -2.900535 0.2532 -0.5484 -0.4241
O 1.935806 -0.742829 -1.906635 -1.0051 0.9091 0.2825
H 3.109606 -0.824129 4.212665 -0.0509 0.0064 0.0312
H 5.367006 -0.671029 3.092865 -0.0193 0.0219 -0.0614
H 5.479906 -0.913529 0.612565 0.1725 -0.0092 -0.1221
O 3.520406 -1.917829 -0.768435 0.0499 0.1690 -0.4700
N 3.293206 0.286971 -0.122135 0.0059 1.1835 -0.9448
N 2.394606 1.108771 0.149165 1.2041 -0.9259 0.3836
O 1.231806 0.900771 0.581265 -1.1497 0.0791 0.0459
C 2.760906 2.445871 -0.079435 0.3729 1.8070 -0.4318
C 4.103706 2.796471 -0.187035 -0.2148 -0.1974 0.0931
C 4.440606 4.098171 -0.488835 -0.0133 0.2390 -0.0459
C 3.451306 5.052271 -0.688635 0.0066 0.0146 -0.0581
C 2.115106 4.700171 -0.557635 0.1484 0.2440 -0.0082
C 1.762706 3.400571 -0.246635 0.0157 -0.4176 0.1107
H 4.842706 2.025771 -0.041335 0.0870 -0.0199 0.0059
H 5.481406 4.377071 -0.577835 0.0805 -0.0060 -0.0123
H 3.728606 6.060671 -0.968235 -0.0321 0.0679 0.0656
H 1.349506 5.451671 -0.702135 -0.0624 -0.0379 -0.0237
H 0.734906 3.082671 -0.145035 -0.0076 0.0128 -0.0047
F -8.696194 -1.872129 0.713365 0.2617 -0.0787 0.1409
C -8.239594 -1.193829 -0.374935 -0.7174 0.0996 0.1371
F -8.868794 -1.764029 -1.423535 0.2563 -0.1271 -0.2721
F -8.820094 0.035571 -0.252735 0.2102 0.1465 0.0085
C -6.764894 -1.143229 -0.485035 0.1063 -0.0337 -0.0706
C -6.027494 -0.593129 0.569865 -0.3960 -0.1501 -0.2306
C -4.661594 -0.513829 0.487065 0.1289 -0.0253 -0.0316
C -3.962894 -0.970929 -0.651835 -0.3539 -0.0407 -0.0012
C -4.729194 -1.530929 -1.696135 0.3063 0.0358 0.0417
C -6.098094 -1.614429 -1.618235 -0.4909 0.0932 0.2955
C -2.566794 -0.854929 -0.717135 -0.0301 0.0191 -0.1094
C -1.346694 -0.717329 -0.736735 0.3386 0.0029 0.0579
H -6.547094 -0.232429 1.448865 0.0047 0.0139 0.0462
H -4.089694 -0.100729 1.303965 0.0807 0.0445 0.0271
H -4.221494 -1.905029 -2.573335 0.1097 0.0257 -0.0074
H -6.668194 -2.044129 -2.432635 0.0219 0.0003 0.0073
O 1.201606 -3.947529 -0.303735 -0.2375 -0.3255 -0.0033
H 1.304706 -3.166729 0.261065 0.1303 0.1047 0.1006
H 1.728906 -3.730929 -1.077035 0.1367 -0.0105 -0.1261
```
Forces are in eV/Å.

The LUMO energy is 0.162 hartree. The value obtained for the HOMO-LUMO gap is 5.9188 eV. As for the total charge: -2. As for the HOMO energy: -1.50 eV.

DFT (ωB97M-V with the def2-TZVPD basis set) results for a molecular structure, C11H14 in a non-equilibrium geometry.

Geometry as XYZ:
```
25
Properties=species:S:1:pos:R:3:forces:R:3
C 1.395612 1.330559 0.042186 -0.2765 1.7100 -1.4836
C 1.603304 2.583242 -0.641853 -0.9191 -0.3629 2.4858
C 1.458315 0.117151 -0.892223 0.0541 -1.3827 3.0980
C 0.231964 0.885282 2.414939 -1.7754 1.1908 0.9273
C 0.618550 -1.128720 -0.574651 -1.7221 3.0166 2.4229
C 0.555978 -0.405659 1.796391 -0.4986 -0.7220 -0.7060
C 1.197051 1.348305 1.402127 -0.5331 0.5962 -1.0386
C -0.010474 -1.161963 0.781806 0.5859 1.7077 -0.1101
C -0.957028 -1.018918 -0.345597 1.7200 -0.1579 1.2025
C -1.618643 -2.302120 -0.634500 -3.2241 -1.8822 -1.5860
C -1.830477 0.174724 -0.666435 2.0706 -1.9082 -3.2196
H 1.413201 3.485391 -0.039031 0.5509 -0.3893 -0.2409
H 1.560857 2.755226 -1.692147 0.1025 -0.4923 -0.6876
H 1.190844 0.352819 -1.844443 -0.3915 1.2595 -2.8230
H 2.512089 -0.110154 -0.850417 0.4610 -0.5653 -0.3869
H -0.837165 1.357888 2.355684 1.8304 -1.1559 -0.4293
H 0.562697 1.078650 3.442633 0.0484 -0.3008 -0.2589
H 0.858793 -1.956339 -1.089973 0.9714 -2.9219 -1.7429
H 1.613273 -0.576695 1.829835 0.6821 -0.6710 0.7429
H -1.239777 -3.257185 -0.181281 -0.3865 1.2486 0.2670
H -1.549913 -2.555103 -1.723324 -0.2257 0.4487 0.4810
H -2.809754 -2.140895 -0.460695 2.7529 -0.8172 -0.0723
H -2.550473 0.191899 0.074661 -1.8056 0.7100 1.1140
H -2.195436 -0.049529 -1.735125 -0.1411 0.5475 1.6695
H -1.173388 1.002145 -0.768568 0.0693 1.2940 0.3748
```
Forces are in eV/Å.

The LUMO energy (alpha / beta) is -0.019 / -0.010 hartree. The value obtained for the HOMO-LUMO gap (alpha / beta) is 6.4068 / 7.3662 eV. The calculation puts the energy relative to the best compared isomer or geometry (same formula, charge and spin) at 669.0 kJ/mol. As for the total charge: 0. As for the HOMO energy (alpha / beta): -6.93 / -7.63 eV.